(1)
{
  "formula": "C17H17BrN8OS",
  "method": "the ωB97M-V functional and the def2-TZVPD basis",
  "e_homo_ev": -8.22,
  "total_charge": 0,
  "spin_multiplicity": 1,
  "gap_ev": 8.10,
  "smiles": "Cc1cc(CN2CCN(c3c(Br)cnc4nc(-c5csnn5)[nH]c34)CC2)no1",
  "e_lumo_ev": -0.12,
  "species": ["C", "C", "C", "C", "C", "N", "C", "C", "N", "C", "C", "Br", "C", "N", "C", "N", "C", "C", "C", "S", "N", "N", "N", "C", "C", "C", "N", "O", "H", "H", "H", "H", "H", "H", "H", "H", "H", "H", "H", "H", "H", "H", "H", "H", "H"],
  "positions_angstrom": [[-2.50, -2.10, 0.13], [-1.21, -1.66, 0.90], [0.03, -2.25, 1.04], [0.83, -1.43, 1.88], [2.35, -1.53, 2.11], [3.16, -0.55, 1.28], [3.36, 0.86, 1.77], [2.26, 1.74, 1.43], [1.98, 1.59, -0.06], [1.05, 2.40, -0.70], [1.53, 3.13, -1.80], [3.19, 2.95, -2.46], [0.66, 3.89, -2.52], [-0.63, 4.16, -2.12], [-1.00, 3.45, -1.09], [-2.23, 3.49, -0.53], [-2.35, 2.66, 0.54], [-3.58, 2.43, 1.40], [-4.83, 2.89, 1.00], [-6.05, 2.53, 2.17], [-4.82, 2.04, 3.27], [-3.69, 1.89, 2.73], [-1.16, 1.98, 0.60], [-0.24, 2.55, -0.35], [2.16, 0.26, -0.72], [3.12, -0.78, -0.14], [0.08, -0.44, 2.26], [-1.24, -0.71, 1.81], [-2.99, -1.27, -0.28], [-2.14, -2.79, -0.64], [-3.18, -2.54, 0.85], [0.39, -3.13, 0.55], [2.46, -1.24, 3.13], [2.77, -2.56, 1.95], [4.27, 1.18, 1.27], [3.44, 0.93, 2.78], [2.53, 2.79, 1.51], [1.45, 1.54, 2.05], [0.88, 4.40, -3.52], [-4.97, 3.35, 0.05], [-0.83, 1.14, 1.21], [2.49, 0.41, -1.73], [1.16, -0.28, -0.75], [2.89, -1.81, -0.57], [4.21, -0.56, -0.48]],
  "nbo_charge": [-0.6461, 0.3691, -0.3785, 0.1617, -0.2404, -0.4537, -0.2152, -0.2140, -0.4869, 0.1685, -0.2156, 0.1258, 0.0141, -0.3916, 0.3037, -0.4831, 0.3840, -0.0036, -0.3628, 0.5563, -0.2974, -0.1445, -0.5507, 0.0486, -0.2280, -0.2227, -0.1871, -0.3120, 0.2348, 0.2350, 0.2395, 0.2238, 0.2195, 0.2210, 0.2013, 0.2075, 0.2071, 0.1951, 0.2135, 0.2675, 0.4581, 0.2060, 0.1621, 0.2254, 0.1850]
}

=====

(2)
{
  "formula": "C4H4O3",
  "method": "the ωB97M-V functional and the def2-TZVPD basis",
  "e_homo_ev": -10.02,
  "total_charge": 0,
  "spin_multiplicity": 1,
  "gap_ev": 9.93,
  "smiles": "O=C1C=C[C@@H](O)O1",
  "e_lumo_ev": -0.09,
  "species": ["O", "C", "C", "C", "C", "O", "O", "H", "H", "H", "H"],
  "positions_angstrom": [[1.52, 0.43, 2.08], [0.81, 0.21, 1.14], [1.40, -0.14, -0.07], [0.30, 0.19, -0.98], [-0.97, 0.24, -0.13], [-1.38, -1.03, -0.11], [-0.59, 0.65, 1.13], [2.44, -0.77, -0.40], [0.41, 0.26, -2.17], [-1.64, 0.93, -0.54], [-2.30, -0.97, 0.03]],
  "nbo_charge": [-0.5237, 0.6909, -0.3268, -0.1237, 0.2918, -0.6762, -0.4948, 0.2867, 0.2358, 0.1615, 0.4785]
}